# 1
The following is a quantum chemistry calculation of a 2-piece molecular cluster, C3H9BO2S overall, from the Open Molecules 2025 dataset.

Calculated values
* spin multiplicity: 3
* LUMO level (spin up / spin down): 0.304 / -0.865 eV
* ΔE to the lowest compared entry with this formula, charge and spin: 3.3 kcal/mol
* HOMO energy (spin up / spin down): -6.76 / -9.58 eV

```
16
Properties=species:S:1:pos:R:3:forces:R:3:nbo_charge:R:1
B -1.076549 -0.187573 -1.804250 0.5 -0.4 0.8 0.98
C 1.515532 0.315872 1.622188 -0.5 2.7 -0.3 -0.70
C 0.297531 -0.560370 -1.258699 2.7 -0.5 -0.6 -0.57
C 0.082242 0.185156 1.231046 -0.6 -1.3 2.5 -0.30
O -2.111562 -1.031698 -1.495264 -0.6 -0.1 -0.9 -0.88
O -1.212134 0.996739 -2.452334 0.0 1.4 -1.2 -0.91
S -0.545587 -1.399022 1.765043 0.2 1.0 -0.5 0.02
H 1.900763 -0.175045 2.501676 -0.3 -0.4 0.4 0.22
H 2.141756 0.032961 0.798645 0.6 -0.2 -0.6 0.22
H 1.622011 1.430209 1.782913 0.5 -1.1 -0.1 0.22
H 0.696886 -1.474051 -0.796960 -1.3 -0.1 -0.3 0.19
H 1.252116 0.008501 -1.337124 -1.2 0.5 -0.3 0.18
H -0.576473 1.058793 1.289243 0.2 -0.4 -0.3 0.20
H -2.804314 -0.837658 -2.141339 -0.4 -0.2 0.5 0.48
H -1.881959 1.365990 -3.061032 0.4 -0.9 0.9 0.51
H -1.721049 -1.412402 1.130632 -0.1 0.1 -0.1 0.14
```
Positions in Å, forces in eV/Å.

---

# 2
The following is a quantum chemistry calculation of a 2-piece molecular cluster, C3H9BO4 overall, from the Open Molecules 2025 dataset.

Calculated values
* structure (SMILES): C[C@@H](O)C(=O)BO.O
* LUMO level: 0.383 eV
* ΔE to the lowest compared entry with this formula, charge and spin: 66.9 kcal/mol
* HOMO energy: -9.40 eV

```
17
Properties=species:S:1:pos:R:3:forces:R:3:nbo_charge:R:1
B -0.453065 2.059193 -0.398788 -0.1 -0.4 3.9 0.62
C 1.753514 -0.565877 0.499919 -1.5 -2.4 -0.5 -0.63
C -0.666523 0.328774 0.351493 1.7 1.7 -0.3 0.39
C 0.383798 -0.255930 1.253936 2.6 1.5 2.1 -0.03
O -1.150863 -0.895079 -3.009090 3.9 -1.7 -1.7 -0.93
O -0.409229 1.790788 -1.633595 0.2 1.3 -3.6 -0.86
O -1.392524 -0.394167 -0.249919 -1.5 -0.7 -0.8 -0.58
O 0.599849 0.765976 2.288377 0.6 -3.8 1.1 -0.71
H 1.641040 -1.604142 -0.082137 0.0 2.3 0.9 0.21
H 1.815704 0.243211 -0.214420 1.0 0.1 -0.3 0.20
H 2.651978 -0.763865 1.150065 -1.2 0.9 -0.4 0.24
H -0.286862 3.285675 -0.121976 -0.2 -1.7 0.4 -0.07
H 0.177474 -1.084060 1.903067 -1.0 -0.8 -0.4 0.21
H -1.887115 -0.521731 -2.669156 -4.0 1.8 1.7 0.47
H -0.584159 0.930291 -1.970801 -0.2 -1.6 -0.5 0.52
H -0.931168 -1.593140 -2.383392 0.0 0.0 0.0 0.48
H 0.512365 1.589898 1.928856 -0.3 3.5 -1.6 0.46
```
Positions in Å, forces in eV/Å.

---

# 3
The following is a quantum chemistry calculation of one molecule with the formula C3H9BO4, from the Open Molecules 2025 dataset.

Calculated values
* structure (SMILES): C[C@@H](O)[C@@H](O)B(O)O
* LUMO level: -0.035 eV
* ΔE to the lowest compared entry with this formula, charge and spin: 0.0 kcal/mol
* HOMO energy: -9.50 eV

```
17
Properties=species:S:1:pos:R:3:forces:R:3:nbo_charge:R:1
B 1.486113 -0.103529 0.083147 -1.7 -1.4 -0.9 1.06
C -1.687311 0.751855 0.878423 0.4 2.6 -0.3 -0.67
C 0.041807 -0.949229 0.064984 -0.5 -0.2 0.0 -0.23
C -1.279529 -0.109850 -0.341383 1.7 -1.5 1.2 0.09
O 1.608639 0.691951 1.185340 -0.8 -1.1 -0.6 -0.88
O 2.375761 -0.279872 -1.015568 -3.2 -0.3 1.6 -0.87
O 0.121400 -2.122264 -0.772903 1.0 1.2 -1.7 -0.72
O -1.006906 0.695796 -1.513034 1.0 -0.1 0.8 -0.72
H -0.812073 1.435109 1.302341 -1.6 -1.4 -1.3 0.21
H -2.475514 1.427493 0.469708 0.6 -0.1 0.5 0.22
H -2.124979 0.349336 1.795513 0.1 -0.9 -0.5 0.22
H -0.143776 -1.396343 1.094449 0.2 0.8 -1.0 0.20
H -2.045386 -0.905454 -0.641094 0.9 1.3 0.5 0.20
H 2.357522 1.236238 1.272744 1.6 1.1 0.2 0.49
H 3.158841 0.109053 -0.725563 2.6 1.1 0.1 0.48
H 0.473614 -1.792589 -1.658489 -0.7 -0.8 1.6 0.47
H -0.048227 0.962307 -1.478607 -1.5 -0.3 -0.1 0.46
```
Positions in Å, forces in eV/Å.

---

# 4
The following is a quantum chemistry calculation of a 2-piece molecular cluster, C3H9Br2PSi overall, from the Open Molecules 2025 dataset.

Calculated values
* LUMO level (spin up / spin down): -1.460 / -3.710 eV
* ΔE to the lowest compared entry with this formula, charge and spin: 67.5 kcal/mol
* HOMO energy (spin up / spin down): -8.88 / -8.40 eV

```
16
Properties=species:S:1:pos:R:3:forces:R:3:nbo_charge:R:1
C 0.430959 1.531554 -1.123937 -0.3 -0.3 1.1 -1.09
C 0.035100 0.606700 1.853866 0.3 -1.8 2.0 -1.18
C 0.638244 -1.543672 -0.084367 -0.7 0.4 1.1 -1.09
Si -0.296423 0.169110 0.109299 0.4 -0.5 -3.2 1.30
P -2.569924 0.012682 -0.544355 1.0 0.3 0.1 0.08
Br 0.435780 -1.068523 -4.218805 0.0 0.0 0.1 0.00
Br -3.374679 -1.359329 0.977311 0.0 -0.2 0.2 -0.22
H 0.914088 1.351844 -2.090191 -0.5 -0.6 0.2 0.25
H -0.214211 2.419289 -1.230336 0.2 -0.3 0.2 0.24
H 1.254441 1.791126 -0.455702 0.2 0.5 -0.1 0.23
H 0.427342 1.577305 2.176601 -0.3 -0.1 -0.4 0.26
H -0.950603 0.386402 2.372725 1.2 0.3 -0.1 0.26
H 0.813445 -0.205730 2.218741 -1.6 1.6 -0.5 0.25
H 0.148051 -2.067002 0.778451 0.7 0.1 -0.5 0.23
H 0.611043 -2.255261 -0.922262 -0.3 0.7 0.0 0.25
H 1.697350 -1.346495 0.182961 -0.5 -0.2 -0.1 0.23
```
Positions in Å, forces in eV/Å.

---

# 5
The following is a quantum chemistry calculation of a 2-piece molecular cluster, C3H9BrNO overall, from the Open Molecules 2025 dataset.

Calculated values
* LUMO level (spin up / spin down): -5.780 / -4.115 eV
* charge: +1
* ΔE to the lowest compared entry with this formula, charge and spin: 105.9 kcal/mol
* HOMO energy (spin up / spin down): -11.15 / -12.51 eV

```
15
Properties=species:S:1:pos:R:3:forces:R:3:nbo_charge:R:1
C -0.452797 -1.365364 1.393714 -0.9 5.9 -1.0 -0.67
C 1.578892 2.254536 -0.189836 0.1 -1.2 -0.9 0.17
C -0.287507 -0.557967 0.061076 -0.6 -0.5 0.4 -0.10
N -0.502990 -1.462352 -1.168529 -2.6 -2.0 2.2 -0.77
O 0.438120 2.698541 -0.631758 1.4 0.6 0.8 -0.55
Br -1.679050 0.753438 -0.197828 0.0 -0.2 0.3 0.04
H -1.299012 -1.955008 1.332382 -2.6 -0.7 0.3 0.20
H 0.259991 -2.063943 1.477167 3.5 -2.0 0.8 0.22
H -0.481205 -0.493923 2.183226 0.1 -2.4 -1.1 0.26
H 2.008972 2.164118 0.766284 -1.0 0.7 2.0 0.19
H 2.376863 1.939253 -0.811671 -0.2 -0.3 -1.9 0.18
H 0.052462 -2.316461 -1.086401 1.2 0.7 -1.0 0.45
H -1.450979 -1.985070 -1.258215 0.9 1.3 0.8 0.41
H -0.579116 -0.840081 -1.935568 1.2 0.2 -1.7 0.46
H 0.017355 3.230283 0.065955 -0.4 -0.3 -0.1 0.52
```
Positions in Å, forces in eV/Å.

---

# 6
The following is a quantum chemistry calculation of an isolated ion of composition C3H9Cl2N2 and charge +1, from the Open Molecules 2025 dataset.

Calculated values
* structure (SMILES): CNC(Cl)(Cl)C[NH3+]
* LUMO level: -3.739 eV
* charge: +1
* ΔE to the lowest compared entry with this formula, charge and spin: 0.0 kcal/mol
* HOMO energy: -14.16 eV

```
16
Properties=species:S:1:pos:R:3:forces:R:3:nbo_charge:R:1
C 1.397134 -1.680309 0.021226 1.5 3.1 0.8 -0.43
C 0.132497 1.005633 -0.214215 -0.1 -0.8 -1.5 -0.30
C -0.572639 -0.379547 -0.363489 1.2 -0.3 0.5 0.25
N 0.221588 -1.413614 -0.755081 -0.9 -1.0 -0.1 -0.59
N -0.785591 1.976328 0.366337 -3.7 -0.7 0.5 -0.73
Cl -2.041389 -0.371309 -1.148760 -1.7 0.3 -1.1 0.13
Cl -1.185633 -0.524139 1.687863 0.2 -0.1 -0.3 -0.32
H 1.848805 -2.605045 -0.370163 0.1 0.6 0.7 0.25
H 2.094082 -0.700079 -0.125294 -1.0 -2.8 0.5 0.19
H 0.996555 -1.662864 1.081515 1.3 -0.7 -0.7 0.23
H 0.972501 0.840461 0.434210 0.3 0.4 0.3 0.26
H 0.439047 1.371009 -1.208430 0.1 -0.3 0.4 0.26
H -0.175440 -2.359484 -0.976649 -0.6 1.9 0.0 0.43
H -1.625818 2.234402 -0.232634 1.3 -0.7 0.2 0.45
H -0.421877 2.875021 0.621267 0.8 0.3 0.6 0.45
H -1.293821 1.393539 1.182290 1.2 1.0 -0.7 0.47
```
Positions in Å, forces in eV/Å.

---

Largest force on an atom / eV Å⁻¹: 2.9, 4.7, 3.6, 3.3, 6.1, 3.8
Electronic energy / eV: -18862.0064, -12121.8982, -12124.8001, -160506.9342, -76824.9274, -31274.4880